(1)
The following is a DFT calculation (wB97M-V/def2-TZVPD) of a single C4H5ClN2 molecule at a distorted geometry.

The geometry in XYZ format:
```
12
C4H5ClN2 (wB97M-V/def2-TZVPD)
C -0.707 -0.861 -0.573
C 0.880 -0.031 1.243
C 0.947 1.040 0.167
C -0.284 0.195 0.359
N -2.623 -0.604 -1.982
N -1.645 -0.660 -1.406
Cl 0.289 -2.160 -1.102
H 1.348 -0.890 0.975
H 0.723 0.356 2.156
H 0.907 2.040 0.351
H 1.411 0.846 -0.728
H -1.244 0.728 0.540
```

Values from the calculation:
energy relative to the best compared isomer or geometry (same formula, charge and spin)	3.963	eV
DFT total energy	-19727.9820	eV
LUMO	0.494	eV

=====

(2)
The following is a DFT calculation (wB97M-V/def2-TZVPD) of a single C4H5ClN2 molecule at a distorted geometry.

The geometry in XYZ format:
```
12
C4H5ClN2 (wB97M-V/def2-TZVPD)
C 1.542 1.290 -1.595
N 0.294 1.110 -1.557
N -0.143 -0.188 -1.508
C -0.593 -0.700 -0.438
C -0.713 -0.202 0.951
C -0.947 -1.055 1.948
Cl -0.607 1.496 1.270
H 2.250 0.492 -1.517
H 1.900 2.317 -1.673
H -0.949 -1.726 -0.566
H -1.016 -0.706 2.941
H -1.018 -2.129 1.745
```

Values from the calculation:
energy relative to the best compared isomer or geometry (same formula, charge and spin)	2.777	eV
DFT total energy	-19729.1681	eV
LUMO	0.331	eV

=====

Copy entry 1 word for word.
The following is a DFT calculation (wB97M-V/def2-TZVPD) of a single C4H5ClN2 molecule at a distorted geometry.

The geometry in XYZ format:
```
12
C4H5ClN2 (wB97M-V/def2-TZVPD)
C -0.707 -0.861 -0.573
C 0.880 -0.031 1.243
C 0.947 1.040 0.167
C -0.284 0.195 0.359
N -2.623 -0.604 -1.982
N -1.645 -0.660 -1.406
Cl 0.289 -2.160 -1.102
H 1.348 -0.890 0.975
H 0.723 0.356 2.156
H 0.907 2.040 0.351
H 1.411 0.846 -0.728
H -1.244 0.728 0.540
```

Values from the calculation:
energy relative to the best compared isomer or geometry (same formula, charge and spin)	3.963	eV
DFT total energy	-19727.9820	eV
LUMO	0.494	eV